1.
Computed, not measured: 2 unconnected molecules or ions with the total composition C4H6N4 at a distorted geometry, with ωB97M-V/def2-TZVPD.

Last column: Löwdin spin population.
Cartesian coordinates (Å):
N  -0.05  0.81  -1.28  0.132
N  -2.60  0.86  -0.39  0.001
N  -0.98  -1.23  1.47  0.687
N  -0.20  -0.49  0.75  0.297
C  1.27  0.71  -1.32  0.350
C  1.88  0.22  -0.18  0.028
C  1.25  -0.48  0.81  0.307
C  -0.62  0.18  -0.32  0.133
H  2.87  0.56  0.01  -0.004
H  -0.54  -1.71  2.28  0.027
H  1.67  -1.02  1.58  0.026
H  -3.07  0.09  0.14  0.000
H  -2.75  0.58  -1.31  -0.001
H  1.87  0.93  -2.23  0.016

Results
* energy relative to the best compared isomer or geometry (same formula, charge and spin): 1.705 eV
* multiplicity: 3
* frontier orbital gap (alpha / beta): 6.67 / 7.82 eV
* electronic energy: -10198.105 eV

---

2.
Computed, not measured: a molecular structure, C15H19CsN6S at a distorted geometry, with ωB97M-V/def2-TZVPD.

Last column: Mulliken charge in e.
Cartesian coordinates (Å):
Cs  2.00  -0.69  0.09  1.105
S  3.10  2.08  0.56  -0.742
N  0.05  1.34  0.20  0.102
N  -0.74  -1.26  -0.24  -0.214
N  1.78  4.33  0.63  -0.409
N  3.57  -3.05  1.48  -0.473
N  3.81  -2.68  -1.55  -0.470
N  0.36  2.65  0.33  -0.739
C  -2.99  2.43  -1.12  0.078
C  -1.22  1.11  0.04  -0.344
C  1.64  2.98  0.49  0.361
C  -3.97  3.41  -1.14  -0.682
C  4.04  -4.04  0.51  -0.558
C  4.74  -3.39  -0.67  -0.606
C  -1.67  -0.30  -0.12  0.371
C  -1.11  -2.53  -0.38  -0.158
C  -3.52  3.88  1.17  -0.685
C  -3.41  -1.95  -0.29  -0.546
C  -4.25  4.14  0.01  -0.367
C  -2.53  2.91  1.18  -0.056
C  -2.26  2.17  0.03  0.106
C  -3.03  -0.63  -0.13  -0.511
C  -2.44  -2.94  -0.42  -0.656
H  -2.69  -3.98  -0.55  0.368
H  2.70  4.72  0.65  0.174
H  -4.46  -2.21  -0.30  0.420
H  3.17  -4.60  0.15  0.311
H  3.07  -3.51  2.24  0.207
H  -3.77  0.14  -0.01  0.387
H  5.30  -4.17  -1.20  0.344
H  4.32  -2.19  -2.28  0.214
H  0.96  4.90  0.49  0.236
H  -1.96  2.73  2.08  0.413
H  -2.78  1.87  -2.02  0.443
H  4.36  -2.59  1.92  0.203
H  -0.31  -3.26  -0.47  0.368
H  -4.52  3.60  -2.05  0.381
H  5.47  -2.67  -0.30  0.336
H  -3.73  4.45  2.07  0.378
H  -5.02  4.90  0.01  0.390
H  3.21  -3.34  -2.03  0.188
H  4.73  -4.77  0.95  0.334

Results
* energy relative to the best compared isomer or geometry (same formula, charge and spin): 0.000 eV
* frontier orbital gap: 6.63 eV
* electronic energy: -36187.097 eV

---

3.
Computed, not measured: a single C3H5NS2 molecule at a distorted geometry, with ωB97M-V/def2-TZVPD.

Last column: Mulliken charge in e.
Cartesian coordinates (Å):
S  1.16  0.79  1.32  0.059
S  -1.67  0.53  0.42  -0.014
N  1.80  -0.22  0.13  -0.373
C  -0.60  -0.66  -0.48  -0.686
C  -0.66  0.98  1.66  -0.375
C  0.81  -0.37  -0.98  -0.389
H  1.21  -1.08  -1.69  0.361
H  -1.25  -0.86  -1.43  0.291
H  -0.95  1.77  2.20  0.447
H  -0.62  -1.50  0.28  0.376
H  0.77  0.62  -1.43  0.304

Results
* energy relative to the best compared isomer or geometry (same formula, charge and spin): 3.886 eV
* frontier orbital gap (alpha / beta): 7.00 / 7.93 eV
* electronic energy: -26348.847 eV

---

4.
Computed, not measured: a molecular structure, C23H17Cl3N2OPRu, with ωB97M-V/def2-TZVPD.

Last column: Löwdin spin population.
Cartesian coordinates (Å):
Ru  1.00  0.47  -0.37  2.472
Cl  1.44  -3.14  -3.74  0.056
Cl  3.34  0.09  0.12  0.050
Cl  6.54  -3.51  -2.25  0.162
P  -1.29  0.50  0.03  0.031
O  1.36  -1.08  -1.68  0.261
N  0.77  2.45  0.15  0.032
N  -1.50  2.10  0.47  0.009
C  0.07  -1.55  1.25  0.055
C  -3.67  0.77  -1.28  0.002
C  -0.73  -0.41  1.47  0.062
C  -5.31  -0.98  -1.37  0.002
C  2.52  -1.62  -1.81  0.180
C  -0.59  4.33  0.73  0.001
C  3.64  -1.22  -1.02  0.064
C  0.51  5.15  0.65  0.024
C  -0.59  -0.77  3.84  0.025
C  0.54  -2.30  2.33  0.008
C  5.03  -2.82  -2.10  0.190
C  -4.92  0.33  -1.66  0.000
C  -2.84  -0.09  -0.55  0.010
C  -3.22  -1.41  -0.27  0.001
C  4.86  -1.78  -1.12  0.103
C  0.21  -1.91  3.61  0.042
C  -0.44  2.98  0.46  0.021
C  1.75  4.62  0.29  0.003
C  -4.47  -1.84  -0.68  0.001
C  1.85  3.29  0.06  0.016
C  3.98  -3.24  -2.92  -0.015
C  -1.03  -0.01  2.78  0.018
C  2.74  -2.67  -2.79  0.102
H  -1.57  4.71  1.00  0.000
H  -3.35  1.77  -1.55  0.000
H  -4.79  -2.85  -0.45  0.000
H  -1.64  0.87  2.96  0.000
H  0.40  6.21  0.84  0.001
H  -2.43  2.47  0.63  0.000
H  2.79  2.84  -0.22  0.002
H  2.63  5.25  0.21  0.000
H  0.55  -2.49  4.46  0.002
H  1.14  -3.19  2.16  -0.001
H  -0.86  -0.50  4.85  0.001
H  0.20  -1.94  0.24  0.005
H  4.14  -4.01  -3.66  -0.002
H  5.69  -1.48  -0.50  0.002
H  -6.29  -1.33  -1.69  0.000
H  -5.59  0.99  -2.20  0.000
H  -2.57  -2.07  0.28  0.001

Results
* multiplicity: 5
* charge: +3
* frontier orbital gap (alpha / beta): 7.18 / 5.64 eV
* electronic energy: -78564.314 eV